DFT (ωB97M-V with the def2-TZVPD basis set) results for a molecular structure, C7H12O3Ru in a non-equilibrium geometry.

## Properties
**HOMO (alpha / beta)**: -15.25 / -16.98 eV
**LUMO level (alpha / beta)**: -0.2667 / -0.4041 hartree
**Electronic energy**: -16152.3975 eV
**Orbital gap (alpha / beta)**: 7.99 / 5.98 eV
**Expectation value of S²**: 12.004

```
! RIJCOSX wB97M-V def2-TZVPD def2/J DEFGRID3
* xyz 2 7
C 1.5776 -0.2986 2.4273
C 2.5690 -0.3444 1.4942
H 0.6744 -0.9017 2.3126
H 1.7103 0.2652 3.3528
H 2.4829 -0.9983 0.6235
H 3.5188 0.1670 1.6637
H 1.5721 0.6826 1.3762
O -3.6096 -2.3512 -2.0310
C -2.4215 -1.9657 -1.8578
O -1.4453 -2.6503 -2.2676
O -2.2412 -0.8009 -1.2493
C -0.9022 -0.3362 -1.0600
C -0.9788 1.0489 -0.4389
C 0.3533 1.7101 -0.3300
C 0.8359 2.3150 0.7771
Ru -2.8034 -3.9860 -2.9247
H -0.3879 -0.3022 -2.0299
H -0.3667 -1.0377 -0.4064
H -1.4831 1.0169 0.5368
H -1.5847 1.6925 -1.1029
H 0.9986 1.6520 -1.2142
H 1.7515 2.9083 0.7191
H 0.1799 2.5146 1.6295
*
```

DFT (ωB97M-V with the def2-TZVPD basis set) results for a molecular structure, C31H36ClN4O9SV in a non-equilibrium geometry.

## Properties
**HOMO (alpha / beta)**: -3.45 / -2.60 eV
**LUMO level (alpha / beta)**: 0.0822 / 0.0823 hartree
**Relative energy (zero: lowest compared OMol25 entry of this formula, charge and spin)**: 0.0 kcal/mol
**Electronic energy**: -106164.8189 eV
**Orbital gap (alpha / beta)**: 5.69 / 4.84 eV
**Expectation value of S²**: 0.803

```
! RIJCOSX wB97M-V def2-TZVPD def2/J DEFGRID3
* xyz -1 2
V -0.5659 -1.1014 0.3051
C -3.4282 -0.6084 -2.2924
C -2.1597 -1.3913 -2.4596
C -2.0792 -2.7209 -2.0481
C -0.9314 -3.4628 -2.2845
C 0.1585 -2.8813 -2.9126
C 0.0967 -1.5527 -3.2995
C -1.0582 -0.8186 -3.0905
H -4.0285 -0.6846 -3.2025
H -3.2103 0.4419 -2.1124
H -4.0185 -0.9906 -1.4617
H -2.9336 -3.1902 -1.5732
H -0.8925 -4.5028 -1.9871
H 1.0558 -3.4587 -3.0969
H 0.9555 -1.0825 -3.7564
H -1.1084 0.2131 -3.4099
O -5.4748 -0.7813 3.7985
C -4.4364 -0.8106 3.1485
C -3.5257 -2.0178 2.9978
O -3.5972 -3.0663 3.6337
C -2.5568 -1.6254 1.9860
C -2.7594 -0.2720 1.6137
O -1.9367 0.1777 0.7482
C -3.8596 0.3192 2.3551
O -4.2161 1.5028 2.3673
O -1.5627 -2.1709 1.3875
N 0.7310 -2.5306 0.2553
C 1.0240 -3.3757 0.9985
N 1.3643 -4.2397 1.9094
C 2.0493 -3.7737 3.1055
C 3.5564 -3.9507 2.9091
O 3.8870 -5.2917 2.6006
C 3.2114 -5.7401 1.4475
C 1.6890 -5.6171 1.5989
H 1.6950 -4.3808 3.9440
H 1.8095 -2.7247 3.2764
H 4.1009 -3.7082 3.8215
H 3.8892 -3.2839 2.1003
H 3.4968 -6.7846 1.3139
H 3.5289 -5.1516 0.5719
H 1.3503 -6.2404 2.4342
H 1.1886 -5.9307 0.6823
C -3.2220 3.1285 -4.2924
C -1.8054 3.6087 -4.3763
C -1.3703 4.4488 -5.3857
C -0.0526 4.8792 -5.4104
Cl 0.4585 5.9564 -6.6719
C 0.8533 4.4632 -4.4550
C 0.4306 3.6205 -3.4422
C -0.8920 3.1989 -3.3868
O -1.3970 2.4016 -2.4112
C -0.7048 2.2495 -1.1805
C 0.4611 1.2103 -1.1888
O 1.5707 1.5352 -1.6237
O 0.1814 0.0947 -0.6710
H -3.8568 3.6465 -5.0074
H -3.5998 3.2903 -3.2832
H -3.2676 2.0561 -4.4855
H -2.0618 4.7850 -6.1458
H 1.8790 4.7934 -4.4950
H 1.1394 3.2545 -2.7161
H -1.4683 1.8887 -0.4831
H -0.3051 3.2181 -0.8512
C 3.4535 1.2697 1.0334
N 2.8125 1.9312 2.1548
C 3.7325 2.1993 3.2476
C 1.5947 1.3636 2.5599
S 1.3194 -0.2782 2.5153
N 0.6857 2.2327 3.0415
C -0.5944 1.8028 3.5445
C 0.8525 3.6599 2.9463
H 4.3032 1.8815 0.7275
H 2.7545 1.2115 0.1982
H 3.8049 0.2605 1.2803
H 4.1533 1.2741 3.6686
H 3.2169 2.7369 4.0412
H 4.5486 2.8179 2.8705
H -0.5441 0.7542 3.8315
H -1.3755 1.9257 2.7890
H -0.8551 2.4014 4.4181
H 1.6280 3.8947 2.2212
H 1.1261 4.0872 3.9172
H -0.0898 4.1076 2.6297
*
```

DFT (ωB97M-V with the def2-TZVPD basis set) results for 2 unconnected molecules or ions with the total composition C9H14S in a non-equilibrium geometry.

## Properties
**HOMO (alpha / beta)**: 0.74 / -3.44 eV
**LUMO level (alpha / beta)**: 0.1105 / 0.1087 hartree
**Relative energy (zero: lowest compared OMol25 entry of this formula, charge and spin)**: 49.7 kcal/mol
**Electronic energy**: -20391.9503 eV
**Orbital gap (alpha / beta)**: 2.26 / 6.40 eV
**Expectation value of S²**: 0.761

```
! RIJCOSX wB97M-V def2-TZVPD def2/J DEFGRID3
* xyz -1 2
C 1.1264 -2.3000 -0.1463
C 1.7852 1.4824 -0.6679
C 1.4513 1.6117 -1.9664
C 1.8084 0.1758 -0.0011
C 1.2354 -0.8635 -0.7459
C 0.7504 0.5550 -2.6386
C 0.7847 -0.7534 -2.0839
H 2.2720 2.4225 -0.1724
H 1.7024 2.5467 -2.5257
H 2.0657 0.0503 0.9454
H 0.3536 0.7514 -3.6733
H 0.3988 -2.9718 -0.7394
H 0.9577 -2.1861 0.8537
H 0.3088 -1.5504 -2.5085
H 2.0532 -2.7507 -0.1589
C -3.1340 0.4418 0.7802
C -1.1492 0.4137 2.8451
S -2.7697 -0.0899 2.5814
H -2.8727 -0.5901 0.2580
H -4.2272 0.7008 0.6111
H -2.6290 1.3998 0.6146
H -0.8189 0.2221 3.8516
H -1.0404 1.4005 2.6418
H -0.4129 -0.1186 2.0456
*
```

DFT (ωB97M-V with the def2-TZVPD basis set) results for 9 unconnected molecules or ions with the total composition C16H50O16 in a non-equilibrium geometry.

## Properties
**HOMO**: -9.73 eV
**SMILES**: OCCO.OCCO.OCCO.OCCO.OCCO.OCCO.OCCO.CO.CO
**LUMO level**: 0.0080 hartree
**Relative energy (zero: lowest compared OMol25 entry of this formula, charge and spin)**: 20.5 kcal/mol
**Electronic energy**: -50158.0439 eV
**Orbital gap**: 9.95 eV

```
! RIJCOSX wB97M-V def2-TZVPD def2/J DEFGRID3
* xyz 0 1
O -9.6469 -0.5412 -27.6379
C -10.9100 -1.1110 -27.8925
C -12.0349 -0.1178 -27.5935
O -13.2861 -0.5998 -28.0585
H -9.6177 0.3200 -28.0668
H -11.0100 -1.4366 -28.9347
H -11.0578 -1.9405 -27.2048
H -11.8079 0.8434 -28.0762
H -12.0945 0.0455 -26.5181
H -13.2867 -0.5024 -29.0153
O -18.8647 -2.7011 -23.1766
C -18.1099 -1.5952 -23.6332
C -18.5450 -0.2730 -23.0062
O -19.9424 -0.1090 -22.8588
H -19.4354 -2.4109 -22.4573
H -17.0394 -1.7065 -23.4276
H -18.2271 -1.5413 -24.7217
H -18.1046 0.5403 -23.6059
H -18.0832 -0.1298 -22.0261
H -20.3323 -0.0152 -23.7328
O -12.0988 -10.3035 -24.1845
C -12.9335 -9.1625 -23.9158
C -12.3487 -7.9909 -24.6620
O -13.1072 -6.8422 -24.3105
H -12.1098 -10.8538 -23.3976
H -13.9632 -9.3518 -24.2146
H -12.8789 -8.9177 -22.8525
H -12.4441 -8.1364 -25.7452
H -11.2979 -7.8606 -24.3919
H -12.6538 -6.0665 -24.6487
O -15.7631 2.1891 -25.4999
C -16.8993 1.6514 -26.1865
C -16.9585 2.0634 -27.6355
O -15.8158 1.5725 -28.3206
H -15.1956 2.5938 -26.1678
H -16.8012 0.5563 -26.2290
H -17.7851 1.9199 -25.6129
H -16.9588 3.1377 -27.8208
H -17.8860 1.6590 -28.0619
H -15.7854 0.6126 -28.2320
O -8.4140 -5.0170 -27.1752
C -9.7761 -4.6354 -27.3246
C -10.6257 -4.9844 -26.1216
O -10.3793 -4.1336 -24.9965
H -7.9738 -4.4150 -26.5685
H -9.8195 -3.5744 -27.5838
H -10.1499 -5.1861 -28.1905
H -10.3808 -6.0208 -25.8608
H -11.6884 -4.8796 -26.3413
H -9.4363 -3.9935 -24.8739
O -13.4236 1.9307 -23.8338
C -14.1489 2.3414 -22.6926
C -14.6799 1.1493 -21.9339
O -15.4466 1.6408 -20.8562
H -14.0915 1.7424 -24.5055
H -13.4910 2.9161 -22.0368
H -14.9896 2.9915 -22.9469
H -13.8728 0.4697 -21.6423
H -15.3224 0.5897 -22.6385
H -15.7893 0.9036 -20.3442
O -14.9358 -1.4469 -25.3564
C -13.8112 -1.8162 -24.5489
C -13.9834 -3.2579 -24.1137
O -12.8656 -3.7020 -23.3711
H -14.7618 -0.5632 -25.6969
H -12.8828 -1.7188 -25.1258
H -13.7323 -1.1499 -23.6839
H -14.0924 -3.8562 -25.0295
H -14.8692 -3.3880 -23.4968
H -12.0869 -3.6150 -23.9370
C -13.0206 -6.3539 -21.0517
O -14.2388 -6.7157 -20.4045
H -13.0193 -5.3077 -21.3497
H -12.1956 -6.4125 -20.3220
H -12.7752 -7.0408 -21.8474
H -14.7981 -5.9376 -20.4121
C -17.0075 -4.2449 -25.6380
O -16.3638 -3.5336 -26.6800
H -18.0873 -4.2918 -25.7817
H -16.6196 -5.2675 -25.5621
H -16.8279 -3.7827 -24.6636
H -15.7938 -2.8534 -26.2971
*
```

DFT (ωB97M-V with the def2-TZVPD basis set) results for a molecular structure, CHCuLiO3 in a non-equilibrium geometry.

## Properties
**HOMO (alpha / beta)**: -11.48 / -15.13 eV
**LUMO level (alpha / beta)**: -0.1713 / -0.2522 hartree
**Electronic energy**: -52026.7625 eV
**Orbital gap (alpha / beta)**: 6.82 / 8.26 eV
**Expectation value of S²**: 2.002

```
! RIJCOSX wB97M-V def2-TZVPD def2/J DEFGRID3
* xyz 1 3
O 1.3125 -0.7188 0.6935
C 0.4438 0.0642 1.0560
H 0.6068 1.0428 1.4702
O -0.4556 0.2391 -0.8607
O -0.5307 0.5317 0.3054
Cu 0.7486 -1.2455 -1.1363
Li -2.1254 0.0864 -1.5282
*
```

DFT (ωB97M-V with the def2-TZVPD basis set) results for a gas-phase ion, C5H12NO2 (charge -1) in a non-equilibrium geometry.

## Properties
**HOMO**: -2.55 eV
**SMILES**: N[C@@H](C[O-])CCCO
**LUMO level**: 0.1345 hartree
**Relative energy (zero: lowest compared OMol25 entry of this formula, charge and spin)**: 64.2 kcal/mol
**Electronic energy**: -10964.2078 eV
**Orbital gap**: 6.21 eV

```
! RIJCOSX wB97M-V def2-TZVPD def2/J DEFGRID3
* xyz -1 1
N 0.3532 -0.0319 -2.5129
C 0.3942 -0.6166 -1.1730
C 1.7926 -1.0147 -0.6483
O 1.8114 -1.8878 0.3467
C -0.3603 0.3172 -0.2333
C -0.4145 -0.1537 1.2164
C -1.5633 0.4775 1.9643
O -1.4064 1.9227 2.1173
H 0.6254 0.9469 -2.4839
H 1.0565 -0.4785 -3.0942
H -0.2445 -1.5057 -1.1803
H 2.3454 -1.3480 -1.5845
H 2.2520 0.0159 -0.4453
H 0.1403 1.3044 -0.2639
H -1.3686 0.5121 -0.6281
H -0.5129 -1.2441 1.2403
H 0.5377 0.0444 1.7054
H -2.4961 0.3001 1.4322
H -1.6633 0.1548 2.9924
H -1.2789 2.2851 1.2328
*
```

DFT (ωB97M-V with the def2-TZVPD basis set) results for a molecular structure, C40H29Br2LaN4O5S3 in a non-equilibrium geometry.

## Properties
**HOMO**: -2.57 eV
**LUMO level**: 0.1359 hartree
**Relative energy (zero: lowest compared OMol25 entry of this formula, charge and spin)**: 22.6 kcal/mol
**Electronic energy**: -231607.1208 eV
**Orbital gap**: 6.27 eV

```
! RIJCOSX wB97M-V def2-TZVPD def2/J DEFGRID3
* xyz -2 1
La 0.2003 0.1473 0.1541
C 1.2407 -2.0486 4.2522
C 1.0946 -1.8445 2.7642
N 0.1842 -1.0361 2.3081
N -0.6870 -0.5609 3.2505
C -1.3537 0.5143 3.0886
S -1.3510 1.7208 1.8909
S -2.4223 0.8695 4.4986
C -1.2901 2.1155 5.2590
C -0.3691 1.4276 6.2056
C 0.9472 1.1351 5.8678
C 1.7614 0.4676 6.7695
C 1.2725 0.0861 8.0068
C -0.0485 0.3465 8.3355
C -0.8606 1.0136 7.4406
C 2.0062 -2.5696 1.8937
C 2.6068 -3.7332 2.3967
C 3.5018 -4.4909 1.6791
C 3.8729 -4.0686 0.4058
C 3.3332 -2.9268 -0.1196
C 2.3539 -2.1562 0.5618
O 1.8495 -1.1483 -0.0541
H 0.7630 -1.2214 4.7707
H 2.2916 -2.0924 4.5265
H 0.7460 -2.9682 4.5636
H -1.9355 2.8291 5.7716
H -0.7685 2.5974 4.4326
H 1.3378 1.4157 4.8990
H 2.7821 0.2411 6.4970
H 1.9166 -0.4173 8.7159
H -0.4434 0.0299 9.2924
H -1.8971 1.2075 7.6805
H 2.3252 -4.0785 3.3790
H 3.9134 -5.3991 2.1017
H 4.5764 -4.6531 -0.1716
H 3.6193 -2.5770 -1.1011
Br 0.1013 1.5451 -5.1739
C 0.6648 2.7380 -3.8093
C 1.0370 4.0221 -4.1655
C 1.4463 4.9021 -3.1944
Br 1.9732 6.6602 -3.7328
C 1.4579 4.5458 -1.8368
C 1.8586 5.3919 -0.7854
C 1.7363 4.9589 0.5050
C 1.1855 3.6945 0.7497
N 0.8720 2.8527 -0.2085
C 1.0195 3.2372 -1.4864
C 0.6661 2.2432 -2.4907
O 0.3819 1.0525 -2.1839
H 1.0085 4.3179 -5.2049
H 2.2388 6.3819 -1.0021
H 2.0516 5.5761 1.3316
H 0.9959 3.3762 1.7633
O -0.7154 -2.5355 0.2314
C -1.3103 -2.7940 -1.0401
C -2.2912 -1.5369 -1.2842
O -3.3048 -1.7370 -1.9306
O -1.8763 -0.4726 -0.7727
C -2.0839 -4.0814 -1.0375
C -2.3605 -4.7408 0.1562
C -3.0568 -5.9357 0.1567
C -3.5085 -6.4763 -1.0356
C -3.2717 -5.8064 -2.2257
C -2.5651 -4.6174 -2.2300
C -0.2345 -2.8403 -2.1088
C 0.7691 -3.8002 -1.9942
C 1.7750 -3.8783 -2.9379
C 1.8053 -2.9889 -3.9981
C 0.8075 -2.0380 -4.1200
C -0.2142 -1.9667 -3.1869
H 0.0308 -3.1439 0.3513
H -2.0294 -4.3055 1.0884
H -3.2493 -6.4499 1.0910
H -4.0524 -7.4128 -1.0377
H -3.6407 -6.2246 -3.1554
H -2.3904 -4.0979 -3.1600
H 0.7674 -4.5025 -1.1681
H 2.5405 -4.6350 -2.8401
H 2.6103 -3.0295 -4.7217
H 0.8127 -1.3472 -4.9495
H -0.9962 -1.2310 -3.3055
S 2.3642 1.2083 2.1848
C 3.7936 0.4369 2.0364
N 4.8464 -0.0466 2.0016
*
```

DFT (ωB97M-V with the def2-TZVPD basis set) results for a single C6H7ClN2O2 molecule in a non-equilibrium geometry.

## Properties
**HOMO**: -8.44 eV
**SMILES**: N/C(=C/C=C\C=C\Cl)[N+](=O)[O-]
**LUMO level**: -0.0328 hartree
**Relative energy (zero: lowest compared OMol25 entry of this formula, charge and spin)**: 121.9 kcal/mol
**Electronic energy**: -25927.6298 eV
**Orbital gap**: 7.55 eV

```
! RIJCOSX wB97M-V def2-TZVPD def2/J DEFGRID3
* xyz 0 1
N -1.6660 -1.9548 1.0067
C -0.7160 -0.9751 1.2505
C 0.0468 -0.4943 0.2426
C 1.0708 0.5546 0.3610
C 1.5807 1.2832 -0.6896
C 1.1541 1.1975 -2.1074
C -0.1279 0.9500 -2.5253
Cl -0.4857 1.0532 -4.2808
N -0.9060 -0.2957 2.5088
O -0.5179 0.7979 2.8022
O -1.5050 -0.9302 3.3157
H -1.9262 -2.2339 2.0597
H -1.2250 -2.7344 0.4164
H 0.2689 -1.1488 -0.6275
H 1.4776 0.7202 1.3380
H 2.3689 2.0673 -0.5899
H 2.0156 1.5096 -2.6881
H -0.9076 0.6335 -1.7929
*
```

DFT (ωB97M-V with the def2-TZVPD basis set) results for a molecular structure, C5H8CuFO4 in a non-equilibrium geometry.

## Properties
**HOMO**: -8.27 eV
**LUMO level**: -0.0019 hartree
**Relative energy (zero: lowest compared OMol25 entry of this formula, charge and spin)**: 5.0 kcal/mol
**Electronic energy**: -60860.8360 eV
**Orbital gap**: 8.21 eV

```
! RIJCOSX wB97M-V def2-TZVPD def2/J DEFGRID3
* xyz 0 1
O 1.3364 -0.1730 -1.5072
C 1.2550 -1.3418 -1.1975
C 0.7995 -1.7809 0.1687
O 0.6278 -0.6432 0.9971
C -0.5005 0.0795 0.9471
O -1.5665 -0.6172 0.6539
O -0.4515 1.2654 1.1979
C -2.7345 0.0959 0.1662
H 1.5805 -2.4047 0.6251
F 3.3592 2.4060 -0.0326
H 1.4441 -2.1531 -1.9268
H -0.1142 -2.3849 0.0864
H -3.5711 -0.5605 0.4254
H -2.8228 1.0339 0.7261
C -2.6319 0.3233 -1.3236
H -3.6043 0.6691 -1.6977
H -1.8804 1.0885 -1.5587
H -2.3698 -0.6089 -1.8407
Cu 1.5752 1.5511 0.0536
*
```

DFT (ωB97M-V with the def2-TZVPD basis set) results for a molecular structure, C3H10NO in a non-equilibrium geometry.

## Properties
**HOMO**: -14.67 eV
**LUMO level**: -0.3232 hartree
**Relative energy (zero: lowest compared OMol25 entry of this formula, charge and spin)**: 262.2 kcal/mol
**Electronic energy**: -6792.9427 eV
**Orbital gap**: 5.88 eV

```
! RIJCOSX wB97M-V def2-TZVPD def2/J DEFGRID3
* xyz 1 1
O -2.8519 0.1516 -0.3489
C -1.5610 0.2222 0.1363
C -0.7235 -0.7804 -0.6286
N 0.7008 -0.4017 -0.7232
C 1.9922 0.5866 1.2004
H -1.8722 0.7428 -1.6491
H -1.4632 -0.0134 1.2168
H -1.1727 1.2884 0.0725
H -0.9211 -1.8214 -0.3453
H -1.0067 -0.9010 -1.7205
H 1.0084 -0.9881 -1.5031
H 1.4402 0.0191 0.2604
H 1.7922 -0.1795 1.9305
H 3.0439 0.4679 0.9697
H 1.5945 1.6068 1.1318
*
```

> Which value of electronic energy does entry 10 give?

-6792.9427 eV